# 1
{
  "formula": "C49H48BrClN6O3SiSn",
  "method": "the ωB97M-V functional and the def2-TZVPD basis",
  "symbols": ["Sn", "C", "C", "C", "C", "C", "C", "N", "N", "Si", "C", "C", "C", "H", "H", "H", "H", "H", "H", "H", "H", "H", "H", "H", "H", "H", "H", "H", "C", "O", "C", "C", "C", "C", "C", "C", "C", "N", "C", "C", "N", "C", "C", "C", "C", "N", "C", "C", "N", "C", "C", "C", "C", "H", "H", "H", "H", "H", "H", "H", "H", "H", "H", "H", "H", "H", "H", "C", "C", "C", "C", "C", "C", "H", "H", "H", "H", "H", "H", "H", "H", "H", "Br", "C", "C", "C", "C", "C", "C", "C", "O", "O", "H", "H", "H", "H", "Cl", "C", "C", "C", "C", "C", "C", "C", "H", "H", "H", "H", "H", "H"],
  "xyz": [[-1.6469, 0.0377, 1.2269], [-5.1751, 1.1309, 0.0425], [-4.3193, 0.4035, -0.9477], [-4.7588, 0.1356, -2.2348], [-3.9019, -0.5400, -3.1070], [-2.6429, -0.9153, -2.7146], [-2.2231, -0.6169, -1.3939], [-3.0966, 0.0094, -0.5533], [-1.0645, -0.8537, -0.8402], [0.2696, -1.8167, -1.2907], [1.4753, -1.7184, 0.1544], [1.1401, -1.1818, -2.8319], [-0.2574, -3.5939, -1.5715], [-6.0564, 1.5334, -0.4605], [-4.6131, 1.9437, 0.5031], [-5.4728, 0.4888, 0.8690], [-5.7460, 0.4511, -2.5429], [-4.2333, -0.7607, -4.1166], [-1.9564, -1.4174, -3.3834], [1.7561, -0.6797, 0.3365], [2.3926, -2.2777, -0.0482], [1.0131, -2.1066, 1.0670], [1.4882, -0.1545, -2.6911], [0.4928, -1.1904, -3.7131], [2.0144, -1.8034, -3.0393], [-0.7507, -3.9492, -0.6673], [0.5959, -4.2436, -1.7890], [-0.9691, -3.6775, -2.4012], [8.4323, -4.3563, 6.1764], [8.6257, -3.4691, 5.1002], [7.5765, -2.6527, 4.7729], [6.3600, -2.6366, 5.4492], [5.3571, -1.7719, 5.0300], [5.5529, -0.9241, 3.9487], [6.7779, -0.9447, 3.2856], [7.7816, -1.8020, 3.6914], [4.4691, -0.0299, 3.5296], [3.4133, 0.2865, 4.2635], [2.6880, 1.1423, 3.4711], [3.3290, 1.3148, 2.2527], [4.4675, 0.5763, 2.3123], [2.8170, 2.1159, 1.1882], [3.4707, 2.2188, -0.0607], [2.8740, 3.0147, -1.0476], [1.6811, 3.6703, -0.7278], [1.0878, 3.5786, 0.4319], [1.6277, 2.8075, 1.4098], [0.9303, 2.6908, 2.7707], [-0.1920, 3.4122, 2.9724], [-0.8627, 3.3054, 4.0795], [-0.4652, 2.4532, 5.1164], [0.7207, 1.7188, 4.9657], [1.4492, 1.8416, 3.7518], [9.3572, -4.9195, 6.2762], [7.6074, -5.0481, 5.9840], [8.2350, -3.8183, 7.1087], [6.1728, -3.2907, 6.2896], [4.4020, -1.7514, 5.5366], [6.9581, -0.2724, 2.4517], [8.7342, -1.8229, 3.1783], [5.1429, 0.4695, 1.5503], [4.4064, 1.7067, -0.2474], [3.3568, 3.0998, -1.9948], [1.2101, 4.3009, -1.4813], [-1.7611, 3.9088, 4.1641], [-1.0686, 2.3746, 6.0128], [1.0875, 1.0595, 5.7427], [-1.1151, -5.0719, 3.3516], [-2.3722, -4.5690, 2.6310], [-2.7173, -5.5292, 1.4821], [-3.5449, -4.5132, 3.6174], [-2.1296, -3.2101, 2.1124], [-2.0310, -2.0609, 1.7288], [-1.2842, -6.0780, 3.7480], [-0.8464, -4.4099, 4.1786], [-0.2728, -5.1033, 2.6579], [-2.9196, -6.5308, 1.8770], [-1.8932, -5.5997, 0.7739], [-3.5989, -5.1814, 0.9415], [-3.7477, -5.5096, 4.0250], [-4.4416, -4.1468, 3.1153], [-3.3227, -3.8359, 4.4408], [0.0377, -1.8315, 5.8753], [-1.8483, -1.6181, 5.7069], [-2.6701, -2.2288, 6.6390], [-4.0476, -2.1126, 6.4894], [-4.5750, -1.4065, 5.4199], [-3.7371, -0.7933, 4.4942], [-2.3597, -0.8889, 4.6440], [-4.3487, -0.0385, 3.3242], [-5.5777, 0.0867, 3.3079], [-3.5259, 0.4132, 2.4670], [-2.2397, -2.7936, 7.4551], [-4.7066, -2.5882, 7.2058], [-5.6420, -1.3083, 5.2731], [-1.6928, -0.4063, 3.9382], [5.0070, -2.1134, -2.8105], [5.8737, -1.0010, -1.7704], [6.2965, -1.5589, -0.5963], [6.9889, -0.8035, 0.3861], [7.2455, 0.5252, 0.0637], [6.8500, 1.0852, -1.1376], [6.1231, 0.3805, -2.1559], [5.6909, 0.8989, -3.3420], [6.0934, -2.6214, -0.4565], [7.3242, -1.2362, 1.3224], [7.7792, 1.1425, 0.7795], [7.0830, 2.1287, -1.3308], [5.8671, 1.8683, -3.7749], [5.1414, 0.1595, -3.9276]],
  "forces_ev_per_a": [[0.20, 0.02, 0.09], [0.03, 0.08, -0.12], [0.17, -0.14, -0.03], [-0.05, 0.12, 0.24], [0.24, -0.14, -0.12], [-0.23, -0.02, -0.28], [-0.36, 0.13, -0.20], [-0.48, 0.24, 0.06], [0.46, -0.10, 0.25], [0.51, 0.15, 0.07], [-0.18, -0.12, -0.22], [-0.06, -0.02, 0.04], [-0.01, -0.08, -0.14], [0.00, -0.02, 0.06], [-0.01, 0.00, -0.02], [-0.05, -0.05, 0.01], [0.00, 0.00, 0.00], [0.00, 0.00, -0.01], [-0.04, 0.00, -0.02], [0.01, 0.10, 0.00], [-0.01, -0.01, 0.02], [0.02, -0.02, -0.01], [0.02, -0.06, 0.04], [-0.01, -0.04, 0.00], [0.03, 0.05, -0.06], [-0.06, -0.06, 0.08], [-0.02, 0.03, 0.01], [0.06, 0.01, 0.08], [0.02, 0.00, 0.01], [0.02, -0.02, 0.01], [-0.09, 0.02, -0.04], [0.02, -0.01, 0.01], [0.07, -0.07, -0.05], [-0.22, 0.02, 0.15], [0.05, 0.48, 0.69], [-0.01, -0.01, 0.09], [0.06, -0.15, 0.41], [0.29, 0.02, -0.31], [0.09, 0.12, -0.51], [-0.72, 0.26, 0.58], [0.17, -0.01, -0.35], [0.70, -0.21, -0.50], [-1.05, 0.84, -0.43], [0.66, -0.93, 1.46], [0.40, -0.09, -0.45], [-0.43, -0.18, 1.29], [-1.03, 0.51, 0.50], [0.00, 0.54, -1.37], [0.70, 0.19, -1.30], [0.06, -0.42, 0.56], [1.02, -0.68, 0.05], [-0.64, 0.74, -0.52], [-0.09, -0.36, 0.74], [0.00, -0.01, 0.01], [-0.01, -0.01, 0.00], [0.00, -0.01, 0.01], [0.02, 0.01, -0.02], [-0.02, -0.01, 0.02], [-0.19, 0.05, 0.94], [0.03, -0.02, 0.00], [-0.14, -0.25, 0.34], [0.01, -0.05, -0.12], [0.09, 0.10, -0.58], [-0.07, -0.05, 0.14], [-0.03, -0.03, 0.05], [0.08, -0.07, 0.01], [-0.04, 0.02, -0.06], [0.04, 0.02, 0.02], [0.06, 0.01, -0.02], [-0.03, 0.03, 0.06], [-0.03, -0.03, -0.02], [-0.16, 0.10, -0.09], [0.10, -0.25, 0.02], [0.01, -0.01, 0.00], [-0.04, -0.02, -0.05], [0.01, -0.02, 0.03], [0.00, 0.03, 0.00], [0.06, 0.02, -0.05], [0.01, 0.01, 0.01], [0.01, 0.00, -0.01], [-0.01, 0.00, 0.02], [0.01, 0.00, 0.01], [-0.03, 0.04, -0.03], [-0.01, 0.02, -0.05], [-0.07, -0.02, -0.01], [0.04, 0.02, 0.00], [0.06, 0.05, 0.02], [-0.03, -0.05, 0.16], [0.15, -0.07, 0.15], [-0.03, 0.01, -0.13], [0.12, 0.02, -0.06], [-0.29, 0.17, 0.13], [0.00, 0.00, 0.01], [0.01, -0.02, 0.02], [-0.01, 0.00, -0.01], [-0.10, -0.06, 0.14], [-0.10, 0.16, -0.41], [0.22, -0.03, 0.51], [0.31, 0.12, 0.44], [-0.20, -0.79, -0.70], [-0.05, 0.27, -0.32], [0.22, 0.33, 0.46], [0.00, -0.18, 0.08], [-0.62, -1.16, -0.49], [0.03, 0.27, 0.17], [0.04, -0.33, -1.37], [0.08, 0.16, 0.01], [-0.01, -0.01, 0.01], [0.19, 0.24, 0.34], [0.06, 0.61, -0.30]],
  "lowdin_charge": [1.13, -0.03, -0.31, -0.08, -0.10, -0.03, -0.49, 0.02, -0.16, 0.36, -0.16, -0.17, -0.16, 0.07, 0.08, 0.06, 0.09, 0.09, 0.09, 0.01, 0.03, 0.02, 0.03, 0.01, -0.01, 0.00, 0.02, 0.02, -0.11, -0.09, -0.28, -0.02, -0.02, -0.14, -0.04, 0.00, -0.27, 0.19, -0.17, -0.15, 0.21, -0.10, 0.03, -0.04, -0.17, 0.12, -0.13, -0.16, 0.11, -0.17, -0.06, -0.02, -0.10, 0.09, 0.09, 0.09, 0.10, 0.11, 0.07, 0.12, 0.14, 0.09, 0.09, 0.10, 0.10, 0.09, 0.07, -0.06, -0.63, -0.06, -0.05, -0.13, -0.15, 0.08, 0.06, 0.08, 0.07, 0.07, 0.08, 0.08, 0.09, 0.06, 0.73, -0.66, -0.16, -0.10, -0.03, -0.12, -0.09, -0.61, 0.00, -0.25, 0.09, 0.09, 0.11, 0.05, 0.62, -0.62, -0.16, -0.19, -0.18, -0.12, -0.41, -0.08, 0.09, 0.03, 0.09, 0.09, 0.01, -0.02],
  "spin_multiplicity": 1,
  "fmax_ev_per_a": 1.9,
  "de_lowest_ev": 0.000,
  "charge": -2,
  "e_homo_ev": -1.11
}

# 2
{
  "formula": "C49H49BI2N8O17Si",
  "method": "the ωB97M-V functional and the def2-TZVPD basis",
  "symbols": ["C", "C", "C", "I", "Si", "C", "C", "C", "I", "N", "C", "O", "B", "O", "O", "H", "H", "H", "H", "H", "H", "H", "H", "H", "H", "H", "H", "H", "H", "C", "C", "C", "C", "C", "C", "N", "O", "O", "H", "H", "H", "H", "H", "C", "C", "C", "C", "C", "C", "N", "O", "O", "H", "H", "H", "H", "H", "C", "C", "C", "C", "C", "C", "N", "O", "O", "H", "H", "H", "H", "H", "C", "C", "C", "C", "C", "C", "N", "O", "O", "H", "H", "H", "H", "H", "C", "C", "C", "C", "C", "C", "N", "O", "O", "H", "H", "H", "H", "H", "C", "C", "C", "C", "C", "C", "N", "O", "O", "H", "H", "H", "H", "H", "C", "C", "C", "C", "C", "C", "N", "O", "O", "H", "H", "H", "H", "H"],
  "xyz": [[2.0116, 0.8587, -0.7669], [1.7568, 0.8483, -2.3365], [1.6830, -0.5918, -2.9501], [1.8171, -0.3486, -5.1384], [0.0602, -1.5276, -2.6289], [-1.5079, -0.5929, -3.1386], [-2.4175, -0.1579, -1.9047], [-3.5006, 0.9091, -2.3565], [-3.6551, 2.4547, -0.8074], [0.1196, -3.0198, -3.6748], [1.0640, -3.6721, -3.3139], [2.0270, -4.1964, -2.9508], [-0.1898, -2.1736, -0.7807], [0.0829, -1.4615, 0.3823], [-0.7310, -3.4878, -0.6201], [2.2228, -0.1483, -0.3467], [2.9195, 1.4879, -0.5423], [1.1537, 1.3853, -0.2966], [2.6660, 1.3324, -2.7848], [0.9036, 1.5053, -2.6376], [2.5925, -1.1772, -2.6727], [-2.1430, -1.3184, -3.7192], [-1.3157, 0.2649, -3.8257], [-2.9822, -1.0751, -1.6109], [-1.8340, 0.2901, -1.0724], [-3.2676, 1.3549, -3.3529], [-4.5243, 0.4618, -2.3890], [-0.5777, -1.7488, 1.0387], [-1.5992, -3.5055, -1.0637], [7.0998, 1.0142, 4.1551], [5.9069, 0.3834, 4.4867], [4.7636, 0.6241, 3.7391], [4.8292, 1.4946, 2.6603], [6.0135, 2.1349, 2.3257], [7.1523, 1.8918, 3.0791], [3.6288, 1.7322, 1.8523], [2.6017, 1.1692, 2.1822], [3.7290, 2.4781, 0.8910], [7.9935, 0.8198, 4.7378], [5.8700, -0.2984, 5.3259], [3.8390, 0.1285, 4.0041], [6.0642, 2.8170, 1.4874], [8.0833, 2.3835, 2.8254], [6.5981, -4.1372, -4.1582], [5.4649, -3.5047, -3.6631], [5.5864, -2.5221, -2.6918], [6.8466, -2.1778, -2.2269], [7.9848, -2.8079, -2.7090], [7.8565, -3.7924, -3.6788], [6.9777, -1.1204, -1.2166], [5.9556, -0.6021, -0.8023], [8.1003, -0.8193, -0.8532], [6.5008, -4.9009, -4.9212], [4.4855, -3.7763, -4.0372], [4.6967, -2.0368, -2.3132], [8.9685, -2.5436, -2.3438], [8.7381, -4.2892, -4.0646], [-5.9935, 4.6960, 1.9922], [-6.7279, 3.8057, 1.2191], [-8.1033, 3.9507, 1.1114], [-8.7303, 4.9935, 1.7792], [-8.0068, 5.8834, 2.5597], [-6.6320, 5.7308, 2.6650], [-10.1815, 5.1641, 1.6476], [-10.7878, 4.3516, 0.9689], [-10.6966, 6.1059, 2.2185], [-4.9179, 4.5835, 2.0701], [-6.2259, 2.9995, 0.6974], [-8.6674, 3.2524, 0.5066], [-8.4955, 6.6938, 3.0845], [-6.0562, 6.4210, 3.2691], [8.3519, 2.5915, 10.2545], [9.1572, 1.5396, 9.8356], [8.6181, 0.5124, 9.0753], [7.2729, 0.5524, 8.7377], [6.4585, 1.5943, 9.1570], [7.0038, 2.6169, 9.9195], [6.7048, -0.5192, 7.9128], [7.4420, -1.4279, 7.5761], [5.5279, -0.4363, 7.6066], [8.7771, 3.3956, 10.8439], [10.2073, 1.5225, 10.0999], [9.2525, -0.3029, 8.7533], [5.4083, 1.6237, 8.8980], [6.3786, 3.4369, 10.2502], [-11.9126, 1.3233, 0.3306], [-10.8782, 0.8925, 1.1515], [-10.5929, -0.4612, 1.2576], [-11.3481, -1.3726, 0.5332], [-12.3882, -0.9533, -0.2836], [-12.6695, 0.4019, -0.3827], [-11.0331, -2.8031, 0.6236], [-10.1258, -3.1380, 1.3643], [-11.6939, -3.5728, -0.0500], [-12.1285, 2.3816, 0.2463], [-10.2919, 1.6143, 1.7072], [-9.7853, -0.7878, 1.8994], [-12.9806, -1.6638, -0.8450], [-13.4771, 0.7414, -1.0194], [2.5610, -7.1580, -2.7616], [3.5972, -7.6541, -1.9789], [3.8432, -9.0190, -1.9337], [3.0477, -9.8770, -2.6798], [2.0062, -9.3939, -3.4586], [1.7642, -8.0280, -3.4969], [3.3205, -11.3186, -2.6540], [4.2303, -11.7108, -1.9453], [2.6243, -12.0400, -3.3456], [2.3746, -6.0882, -2.7992], [4.2159, -6.9744, -1.4056], [4.6520, -9.3957, -1.3216], [1.3825, -10.0629, -4.0369], [0.9553, -7.6394, -4.1039], [-3.2949, 7.9769, -5.0718], [-2.2585, 7.5411, -4.2556], [-1.9795, 6.1863, -4.1512], [-2.7425, 5.2794, -4.8724], [-3.7842, 5.7035, -5.6844], [-4.0595, 7.0595, -5.7819], [-2.4344, 3.8487, -4.7835], [-1.5267, 3.5089, -4.0472], [-3.1026, 3.0799, -5.4537], [-3.5072, 9.0365, -5.1557], [-1.6656, 8.2589, -3.7025], [-1.1705, 5.8555, -3.5132], [-4.3827, 4.9961, -6.2433], [-4.8683, 7.4028, -6.4148]],
  "forces_ev_per_a": [[0.21, 0.70, -0.89], [1.37, 0.06, 0.21], [-0.06, 0.78, 0.00], [0.03, -0.16, 0.45], [-0.08, 0.53, -1.35], [-1.05, 0.03, 0.09], [-0.23, 0.44, -1.18], [-0.07, -0.79, 0.07], [0.04, -0.31, -0.76], [-0.53, 0.60, 0.49], [-0.48, 0.83, -0.37], [1.21, -0.82, 0.30], [-0.02, -1.04, 1.98], [-0.88, -0.48, -1.14], [-0.58, 1.63, -0.04], [-0.56, 0.64, -0.21], [-1.25, -0.86, -0.58], [0.58, -0.81, 0.14], [-0.87, -0.40, 0.17], [0.45, -0.79, 0.26], [-0.73, 0.45, -0.21], [0.74, 0.59, 0.27], [0.05, -0.51, 0.56], [0.57, 0.74, 0.38], [-0.28, -0.67, -0.48], [-0.11, -0.02, 1.04], [0.91, 0.45, -0.02], [0.66, -0.11, 0.13], [0.57, -0.52, -0.07], [-0.01, 0.03, -0.02], [0.13, 0.08, -0.10], [-0.14, -0.12, 0.09], [0.47, -0.14, 0.26], [0.10, 0.16, -0.17], [-0.09, -0.09, 0.12], [-0.09, 0.08, -0.05], [0.17, 0.17, -0.04], [0.26, 0.23, 0.73], [-0.05, 0.00, -0.03], [-0.08, 0.01, -0.10], [-0.01, 0.10, -0.16], [-0.18, -0.11, 0.01], [-0.07, -0.01, -0.03], [0.04, 0.00, 0.01], [0.12, -0.05, -0.04], [-0.24, 0.03, -0.01], [-0.04, -0.36, -0.36], [0.24, -0.02, -0.01], [-0.19, 0.04, 0.02], [0.01, 0.23, 0.24], [0.19, -0.12, -0.10], [-0.22, -0.08, -0.08], [0.00, 0.04, 0.05], [0.02, 0.05, 0.07], [0.18, 0.08, 0.10], [-0.15, 0.12, 0.09], [-0.02, 0.05, 0.05], [0.01, 0.01, 0.00], [-0.02, 0.07, 0.11], [-0.05, -0.15, -0.12], [0.54, -0.08, 0.01], [-0.02, 0.21, 0.14], [-0.01, -0.14, -0.12], [-0.27, 0.09, 0.02], [0.12, 0.12, 0.14], [0.11, -0.21, -0.12], [-0.06, 0.00, 0.00], [-0.10, 0.07, 0.03], [-0.10, 0.15, 0.05], [-0.13, -0.11, -0.11], [-0.07, -0.02, -0.02], [0.00, 0.02, 0.01], [-0.16, 0.07, 0.00], [0.21, -0.12, -0.04], [0.21, 0.41, 0.30], [-0.23, 0.10, -0.02], [0.16, -0.09, -0.01], [-0.10, -0.24, -0.07], [-0.14, 0.22, 0.02], [0.22, -0.01, 0.14], [-0.03, -0.05, -0.03], [-0.06, -0.04, -0.03], [-0.19, -0.02, -0.07], [0.10, -0.16, -0.09], [0.00, -0.07, -0.04], [-0.07, 0.10, -0.05], [-0.10, -0.08, -0.11], [0.18, 0.03, 0.14], [-0.10, 0.52, -0.04], [-0.17, -0.06, -0.16], [0.17, -0.02, 0.14], [0.06, -0.32, 0.03], [-0.18, 0.10, -0.15], [0.11, 0.18, 0.13], [0.04, -0.06, 0.04], [-0.04, -0.05, -0.01], [-0.09, -0.16, -0.10], [0.16, -0.10, 0.11], [0.04, -0.06, 0.03], [-0.02, 0.13, -0.01], [-0.14, -0.11, -0.14], [0.20, 0.03, 0.15], [-0.09, 0.52, -0.02], [-0.20, -0.05, -0.18], [0.20, -0.04, 0.15], [0.05, -0.32, 0.02], [-0.18, 0.10, -0.14], [0.12, 0.16, 0.14], [0.11, -0.54, 0.06], [-0.02, -0.06, -0.01], [-0.10, -0.16, -0.11], [0.16, -0.11, 0.10], [0.03, -0.06, 0.02], [-0.01, 0.02, 0.00], [-0.14, -0.04, -0.11], [0.20, 0.01, 0.16], [-0.10, 0.54, -0.05], [-0.18, -0.08, -0.16], [0.14, 0.03, 0.11], [0.05, -0.26, 0.01], [-0.16, 0.01, -0.09], [0.09, 0.13, 0.19], [0.01, -0.06, 0.01], [-0.01, -0.08, -0.01], [-0.09, -0.16, -0.10], [0.15, -0.09, 0.10], [0.04, -0.06, 0.03]],
  "lowdin_charge": [-0.10, -0.34, -0.74, 0.78, 0.57, -0.24, -0.35, -0.58, 0.76, 0.08, -0.47, 0.14, -0.60, 0.11, 0.07, 0.07, 0.05, 0.08, 0.08, 0.10, 0.04, 0.09, 0.07, 0.11, 0.05, 0.03, 0.04, 0.12, 0.10, -0.07, -0.06, 0.01, -0.14, 0.00, -0.06, -0.33, 0.08, 0.04, 0.11, 0.08, 0.12, 0.12, 0.11, -0.07, -0.06, 0.00, -0.14, 0.00, -0.07, -0.35, 0.07, 0.08, 0.11, 0.10, 0.10, 0.12, 0.11, -0.07, -0.08, 0.00, -0.15, 0.00, -0.06, -0.34, 0.06, 0.09, 0.10, 0.03, 0.11, 0.12, 0.11, -0.07, -0.07, 0.00, -0.15, 0.00, -0.06, -0.35, 0.08, 0.06, 0.11, 0.11, 0.12, 0.12, 0.11, -0.07, -0.07, 0.00, -0.15, 0.00, -0.06, -0.35, 0.07, 0.07, 0.09, 0.10, 0.12, 0.12, 0.11, -0.06, -0.06, 0.00, -0.15, -0.01, -0.06, -0.35, 0.07, 0.07, 0.06, 0.11, 0.12, 0.12, 0.11, -0.07, -0.06, 0.00, -0.14, 0.00, -0.07, -0.34, 0.06, 0.07, 0.11, 0.11, 0.12, 0.12, 0.11],
  "spin_multiplicity": 1,
  "fmax_ev_per_a": 2.2,
  "e_homo_ev": -9.23
}